*i*
Below is a 2-piece molecular cluster, C2H2Cl3NO overall, with properties calculated with wB97M-V/def2-TZVPD.

The calculation puts the orbital gap at 0.3518 Ha. The HOMO energy comes out at -0.3799 hartree.

Last column: Mulliken charge in e.
Cartesian coordinates (Å):
C -1.2172 -0.1275 0.0147  -0.734
C -0.3757 -1.0635 0.0808  0.463
N 0.9841 1.6497 -0.3779  0.256
O 1.4990 0.9446 -1.1351  -0.177
Cl -0.0459 -2.0917 1.5185  -0.180
Cl 0.7478 -1.4702 -1.1946  -0.125
Cl 1.4875 1.6157 1.3339  -0.109
H -1.8581 0.2225 0.7925  0.328
H -1.2215 0.3205 -1.0329  0.279

=====

*ii*
Below is a 2-piece molecular cluster, C2H2Cl3NO overall, with properties calculated with wB97M-V/def2-TZVPD.

The calculation puts the orbital gap at 0.3931 Ha. The HOMO energy comes out at -0.3809 hartree.

Last column: Mulliken charge in e.
Cartesian coordinates (Å):
C -0.8475 0.4865 1.7008  -0.246
C 1.1671 -0.4016 -1.2045  0.243
N -2.0057 0.5850 1.6328  0.461
O -3.1777 0.6321 1.6175  -0.583
Cl -0.4537 -0.3849 -1.9684  -0.111
Cl 1.7985 -2.0410 -0.9852  -0.091
Cl 2.2774 0.5509 -2.3728  -0.144
H 0.2048 0.3895 1.8883  0.403
H 1.0369 0.1837 -0.3086  0.067

=====

Computed stability ranking, most favorable first: *ii*, *i*

=====

*i*
Below is C4H10N2O2 as an isolated structure, with properties calculated with wB97M-V/def2-TZVPD.

The calculation puts the orbital gap at 0.2902 Ha. The HOMO energy comes out at -0.2719 hartree.

Last column: Mulliken charge in e.
Cartesian coordinates (Å):
C 1.2032 0.2098 1.1913  -1.478
C 0.5490 0.0632 -0.1588  0.685
N -0.5952 2.2261 -0.0821  -0.335
C -0.1623 1.1422 -0.7439  -0.297
O 1.3358 -0.6620 -1.0821  -0.543
H 2.2247 -0.2876 -1.1145  0.333
H -1.3959 2.7080 -0.4633  0.276
H -0.5718 2.2108 0.9264  0.225
H -0.3140 1.1382 -1.8119  0.303
H 2.1040 0.8334 1.1639  0.405
H 0.5219 0.6427 1.9273  0.443
H 1.4957 -0.7796 1.5478  0.313
N -0.9282 -2.2640 -0.3439  -0.478
C -1.1710 -0.9225 -0.0636  0.101
O -1.9961 -0.3038 -0.8336  -0.768
H -0.7842 -2.4397 -1.3292  0.261
H -0.2407 -2.7281 0.2336  0.242
H -1.2750 -0.7873 1.0367  0.313

=====

*ii*
Below is one molecule with the formula C4H10N2O2, with properties calculated with wB97M-V/def2-TZVPD.

The calculation puts the orbital gap at 0.3788 Ha. The HOMO energy comes out at -0.3492 hartree.

Last column: Mulliken charge in e.
Cartesian coordinates (Å):
C 0.8066 -0.6408 -1.3034  -0.772
N 2.1136 -1.2883 -1.4552  -0.579
C 0.4110 -0.6939 0.1515  0.498
C 0.3873 -2.0983 0.7405  -1.454
N -0.8754 -0.0457 0.4101  -0.281
C -0.9298 1.3051 0.4682  0.517
O -2.0307 1.6956 1.1879  -0.497
O -0.1451 2.0753 -0.0188  -0.573
H 0.1018 -1.2258 -1.8956  0.339
H 0.7981 0.3882 -1.6451  0.338
H 2.4128 -1.2521 -2.4246  0.250
H 2.8274 -0.7196 -1.0047  0.229
H 1.2025 -0.1817 0.7153  0.232
H 1.3956 -2.4737 0.8917  0.358
H -0.1279 -2.8197 0.1065  0.314
H -0.1336 -2.0835 1.6915  0.476
H -1.5326 -0.5704 0.9608  0.249
H -2.2785 2.5693 0.8605  0.357

=====

*iii*
Below is a 2-piece molecular cluster, C4H10N2O2 overall, with properties calculated with wB97M-V/def2-TZVPD.

The calculation puts the orbital gap at 0.1394 Ha. The HOMO energy comes out at -0.3176 hartree.

Last column: Mulliken charge in e.
Cartesian coordinates (Å):
C 0.5026 0.4409 -1.4926  -0.321
N -0.7367 -0.2734 -1.5467  -0.487
C -2.5746 -1.0389 1.6030  -0.608
O -1.5747 -1.1441 0.6975  -0.537
C 0.7676 1.1406 -0.1378  -0.438
N 2.1380 1.5807 0.0926  -0.440
C 2.9689 0.5586 0.3362  0.069
O 2.6640 -0.6740 0.4989  -0.486
H 1.3139 -0.2868 -1.7443  0.315
H 0.5297 1.2455 -2.2780  0.287
H -1.1186 -0.6776 -0.6210  0.406
H -3.5177 -0.5141 1.2478  0.266
H -2.2727 -0.6375 2.5900  0.254
H -2.9995 -2.0543 1.8698  0.255
H 0.4556 0.3917 0.5906  0.364
H 0.0751 1.9646 -0.0624  0.412
H -0.5600 -0.9595 -2.1677  0.256
H 3.9395 0.9375 0.5240  0.432

=====

Computed stability ranking, most favorable first: *ii*, *i*, *iii*

=====

*i*
Below is one molecule with the formula C6H7ClO, with properties calculated with wB97M-V/def2-TZVPD.

The calculation puts the orbital gap at 0.3563 Ha. The HOMO energy comes out at -0.3349 hartree.

Last column: Mulliken charge in e.
Cartesian coordinates (Å):
C -1.5618 1.5548 0.2779  -0.974
C -0.3440 0.6060 0.1536  0.311
C 0.8486 0.8390 -0.5239  -0.840
C 1.6029 -0.3873 -0.6295  -0.022
C 0.8641 -1.5628 0.0432  -0.323
C -0.3587 -0.9539 0.4628  0.159
H -1.0205 2.5143 0.1150  0.365
H -2.3335 1.2706 -0.6148  0.231
H -2.1304 1.1811 1.3235  0.264
H 0.8585 1.7737 -1.0478  0.357
H 2.6095 -0.2386 -1.2505  0.299
H 1.0522 -2.5491 -0.2828  0.514
H -0.4147 -1.0127 1.6091  0.308
O 2.0355 -1.1708 0.6566  -0.451
Cl -1.7075 -1.8642 -0.2924  -0.198

=====

*ii*
Below is one molecule with the formula C6H7ClO, with properties calculated with wB97M-V/def2-TZVPD.

The calculation puts the orbital gap at 0.3053 Ha. The HOMO energy comes out at -0.2745 hartree.

Last column: Mulliken charge in e.
Cartesian coordinates (Å):
C -0.2043 0.1397 -1.2806  -0.321
C 0.1402 1.2919 -2.0054  -0.631
C 0.0819 0.3674 0.0479  0.259
C 0.4501 2.0153 0.0999  0.073
C -0.2391 -1.9973 0.7556  -1.281
C -0.0672 -0.5362 1.1982  -0.106
O 0.5881 2.2984 -1.1902  -0.329
Cl 0.7029 2.9403 1.4736  -0.166
H -0.5368 -0.6581 -1.8499  0.433
H 0.0693 1.6562 -2.9666  0.476
H -0.9720 -1.9870 -0.0362  0.294
H -0.5908 -2.6836 1.4881  0.379
H 0.6306 -2.4721 0.5108  0.361
H 0.8032 -0.3638 1.8499  0.311
H -0.8561 -0.0110 1.9049  0.248

=====

Computed stability ranking, most favorable first: *ii*, *i*

=====

*i*
Below is one molecule with the formula C6H9NS, with properties calculated with wB97M-V/def2-TZVPD.

The calculation puts the orbital gap at 0.2898 Ha. The HOMO energy comes out at -0.3002 hartree.

Last column: Mulliken charge in e.
Cartesian coordinates (Å):
C -1.8353 0.9682 -0.2781  -1.370
C -0.5458 0.1832 -0.1786  1.052
C 0.6032 0.9024 0.3980  -0.317
C 0.5555 1.9973 1.2193  -0.860
C -0.3827 -1.0146 -0.8957  -0.687
C 0.7941 -1.9328 -0.8916  0.168
H -1.5886 2.0028 -0.5783  0.343
H -2.3070 1.0430 0.7445  0.301
H -2.6138 0.6306 -0.9800  0.349
H 1.5772 0.5145 0.2083  0.439
H 1.3981 2.2826 1.8566  0.247
H -0.2919 2.5990 1.3642  0.281
H -1.2073 -1.2316 -1.5814  0.315
H 0.9156 -1.7692 1.1724  0.247
H 2.2246 -2.5910 0.4489  0.205
N 1.4057 -2.0175 0.3162  -0.378
S 1.2983 -2.5669 -2.3446  -0.335

=====

*ii*
Below is one molecule with the formula C6H9NS, with properties calculated with wB97M-V/def2-TZVPD.

The calculation puts the orbital gap at 0.3305 Ha. The HOMO energy comes out at -0.2986 hartree.

Last column: Mulliken charge in e.
Cartesian coordinates (Å):
C 2.1388 -0.7594 -0.2366  -0.076
C 0.6252 1.1291 0.2262  -0.819
C -0.8538 1.3470 -0.1613  -0.695
C -1.4528 -0.0243 -0.3540  -0.213
C -1.2590 -1.0374 0.7542  -0.706
C -0.3017 -1.0001 -0.3989  -0.185
H 2.1688 -1.8190 -0.5457  0.243
H 1.3401 1.8015 -0.2946  0.412
H 0.7911 1.2517 1.2852  0.338
H -0.9351 1.9111 -1.0841  0.338
H -1.3466 1.9192 0.5674  0.333
H -2.2863 -0.1516 -1.0277  0.383
H -1.9457 -1.8747 0.8004  0.289
H -0.8990 -0.6833 1.7064  0.212
H -0.2367 -1.8028 -1.1232  0.434
N 0.9067 -0.2399 -0.1958  0.065
S 3.5459 0.0329 0.0821  -0.353

=====

Computed stability ranking, most favorable first: *ii*, *i*

=====

*i*
Below is C6H9NS as an isolated structure, with properties calculated with wB97M-V/def2-TZVPD.

The calculation puts the orbital gap at 0.3330 Ha. The HOMO energy comes out at -0.3056 hartree.

Last column: Mulliken charge in e.
Cartesian coordinates (Å):
C 0.7931 -1.5037 0.1327  -0.700
C 0.6292 -0.1832 0.9912  -0.242
C 0.5516 -0.4862 -0.9848  -0.240
C -0.9207 0.0986 -1.0699  0.064
C -0.9708 1.3322 -0.0651  -1.011
C -0.8010 0.2388 1.1099  -0.168
H 0.1664 -2.3634 0.4217  0.351
H 1.8439 -1.8951 0.3190  0.314
H 1.2705 -0.0973 1.8982  0.497
H 1.4380 1.2850 -0.4166  0.211
H 1.0230 -0.6817 -2.0106  0.402
H -1.1516 0.1740 -2.1566  0.453
H -2.0029 1.7978 0.1175  0.279
H -0.2396 2.1713 -0.2552  0.225
H -1.0775 0.6270 2.1540  0.458
N 1.4659 0.3553 -0.1949  -0.605
S -2.0176 -0.8695 0.0094  -0.289

=====

*ii*
Below is C6H9NS as an isolated structure, with properties calculated with wB97M-V/def2-TZVPD.

The calculation puts the orbital gap at 0.2967 Ha. The HOMO energy comes out at -0.2987 hartree.

Last column: Mulliken charge in e.
Cartesian coordinates (Å):
C 0.5540 -0.1285 -1.9009  -0.940
C 0.5552 0.1444 -0.3595  0.677
C -0.6146 -0.1286 0.1373  0.171
C -0.7808 -0.2332 1.4929  -0.232
C -1.8785 -0.5203 -0.6563  -0.415
C -1.9001 -1.0327 -1.8800  -0.810
H 2.0056 -0.1202 -2.4581  0.232
H -0.1472 -1.5160 -2.1774  0.333
H -0.0178 1.0331 -2.3558  0.263
H -1.5970 -1.0386 1.7742  0.256
H 0.9303 0.6321 2.0372  0.159
H -0.4682 0.2182 3.2808  0.251
H -2.6815 -0.4689 0.0116  0.456
H -1.1981 -1.0832 -2.7485  0.177
H -2.7967 -1.2250 -2.5700  0.228
N 0.0210 0.1634 2.4266  -0.271
S 1.8883 0.8636 0.4512  -0.534

=====

Computed stability ranking, most favorable first: *i*, *ii*